Here is 10 unconnected molecules or ions with the total composition C18H36BBr14N2O8 in a non-equilibrium geometry from OMol25. Energies are from wB97M-V/def2-TZVPD.

For the total energy, the calculation gives -37479.97121 Ha. The net charge is +1. Its orbital gap is 0.28044 Ha. The energy relative to the best compared isomer or geometry (same formula, charge and spin) is 3.6 kJ/mol. The HOMO energy is -0.4136 Eh.

Structure (XYZ):
```
79
Properties=species:S:1:pos:R:3:forces:R:3
N -2.128342 -3.482094 3.601344 -0.755 -1.036 1.020
H -1.721134 -2.753307 2.972744 0.112 -0.457 -0.032
H -1.547099 -4.299351 3.838707 0.607 0.624 -0.571
H -2.971877 -3.930433 3.224479 0.125 0.594 -0.357
H -2.393161 -3.106520 4.526962 0.244 0.556 -0.431
N -4.745271 -2.456278 -1.189723 0.874 0.391 -0.485
H -4.886115 -3.407528 -0.851682 -0.163 0.121 -0.136
H -3.743356 -2.342575 -1.484991 0.023 -0.147 0.105
H -4.896046 -1.760036 -0.450013 -0.446 -0.109 0.066
H -5.323150 -2.240249 -2.007653 -0.100 -0.205 0.303
O 1.674677 3.716694 -0.238669 0.297 -0.076 0.032
C 0.755991 2.969439 -0.214198 -0.611 -0.016 -0.054
O 0.746924 1.681118 -0.589196 0.370 -0.124 0.476
B -0.501681 1.094936 -0.163630 -0.002 0.264 -1.011
O -1.395084 2.180359 0.193435 -0.298 -0.508 0.289
C -0.677565 3.306476 0.289774 1.654 -2.150 -0.737
O -0.988436 4.318325 0.754291 -1.267 2.596 1.011
O -0.357725 0.066502 0.901985 0.185 1.004 0.859
C -1.050801 -0.969739 0.602860 0.671 0.011 -1.719
O -1.141013 -1.985197 1.221463 -0.858 -1.455 1.677
C -1.511796 -0.828887 -0.882650 0.923 0.250 2.215
O -1.069025 0.292616 -1.293328 -0.371 0.570 -1.004
O -2.087568 -1.713438 -1.434846 -1.331 -0.718 -1.217
Br -6.594942 -0.588089 1.063321 -0.203 0.232 0.110
C -5.886690 1.161489 1.600793 0.489 0.015 -0.211
C -4.463509 1.034808 2.113070 -0.408 0.560 -0.656
Br -4.296126 -0.235666 3.559806 0.218 0.053 -0.131
H -6.539111 1.671918 2.300224 -0.319 -0.486 0.124
H -5.882659 1.719161 0.668582 0.059 0.138 0.036
H -4.138160 2.018494 2.452623 0.028 -0.136 0.346
H -3.826117 0.804458 1.263257 0.297 -0.489 0.269
Br -2.399858 -4.235684 -3.197882 0.015 -0.665 0.201
C -1.834105 -5.636262 -1.924994 0.251 0.673 0.575
C -1.470127 -4.969684 -0.599500 -0.401 0.687 -0.695
Br -0.959836 -6.353356 0.649672 0.222 0.194 0.129
H -0.892880 -6.036502 -2.286696 -0.220 -0.228 -0.450
H -2.602225 -6.395795 -1.854504 -0.081 0.021 -0.109
H -2.222206 -4.358803 -0.100325 -0.379 -0.357 -0.232
H -0.700293 -4.234727 -0.838555 0.516 -0.417 0.549
Br 6.013174 2.588341 0.330180 -0.290 0.071 0.179
C 4.431027 2.082848 1.360119 -0.227 0.215 -0.022
C 4.718558 0.750948 1.984984 0.081 -0.396 -0.091
Br 3.094508 0.034201 2.829228 0.055 0.072 -0.093
H 3.589195 2.063031 0.672901 0.102 -0.190 -0.178
H 4.188162 2.844037 2.095863 0.368 0.143 0.025
H 5.475470 0.768831 2.760012 -0.028 0.226 0.106
H 5.037667 0.024384 1.243108 -0.186 -0.144 0.010
Br 1.559760 -2.683285 -1.658755 0.080 0.232 0.129
C 2.581569 -1.243233 -0.841510 -0.311 1.122 0.404
C 3.995763 -1.116368 -1.337693 0.007 -0.767 0.967
Br 5.136251 -2.488956 -0.490704 -0.181 0.206 -0.350
H 2.480139 -1.325054 0.236851 0.335 -0.539 0.068
H 2.086692 -0.280136 -1.014149 -0.209 -0.320 -0.622
H 4.428394 -0.181590 -0.994545 -0.053 0.174 -0.195
H 4.028838 -1.214140 -2.407723 0.358 -0.056 -0.172
Br 3.751683 3.225480 -4.674527 -0.091 0.126 -0.070
C 4.063983 4.859749 -3.638033 0.320 -0.312 0.165
C 3.471671 4.636229 -2.271031 0.172 0.719 -0.036
Br 3.839767 6.193082 -1.137921 0.101 -0.062 -0.137
H 3.651058 5.716374 -4.156401 -0.181 -0.092 -0.114
H 5.145596 4.931888 -3.621956 0.024 0.151 0.148
H 3.924711 3.797210 -1.759702 -0.150 -0.149 -0.017
H 2.391773 4.591817 -2.297884 0.004 -0.291 -0.042
Br -0.907512 2.479736 -4.286903 -0.001 0.314 -0.082
C 0.529446 1.442552 -5.079957 0.330 -0.721 1.005
C 1.130980 0.649576 -3.938848 -0.288 -0.452 0.585
Br 2.650703 -0.444957 -4.506840 -0.209 0.376 -0.327
H 1.316147 2.077186 -5.465481 -0.400 0.305 -0.493
H 0.041052 0.774526 -5.774068 0.228 0.140 -0.465
H 0.435576 -0.064501 -3.502880 -0.129 -0.018 -0.217
H 1.441187 1.283134 -3.111943 0.362 0.146 -0.221
Br -1.765195 2.133215 4.814747 0.010 0.297 -0.054
C -0.507084 0.825138 4.130742 -0.252 0.346 -0.044
C 0.018835 -0.006320 5.262769 0.864 0.194 -0.262
Br -1.353424 -1.097700 6.096547 0.067 -0.063 0.112
H 0.282838 1.381207 3.630516 0.170 -0.026 0.215
H -1.041986 0.290314 3.365667 -0.135 -0.437 -0.103
H 0.478367 0.650126 5.997855 -0.425 -0.097 0.391
H 0.832156 -0.665516 4.961011 -0.260 -0.216 -0.261
```
Forces are in eV/Å.